67
Properties=species:S:1:pos:R:3:forces:R:3:mulliken_charge:R:1 method="wB97M-V/def2-TZVPD" total_charge=+1 e_tot_ha=-4995.77488
C -1.270883 -2.125855 3.041844 0.2314 -0.1351 0.1025 -1.19
C -1.545671 -2.331405 1.750281 0.0322 0.2572 -0.1973 -0.29
C -2.281736 -1.419933 0.771099 0.7002 0.4050 0.2785 0.07
C -1.431875 -0.257115 0.275431 0.0874 -0.3607 -0.4514 -1.15
N -1.394201 0.823529 1.313171 -0.1060 0.0442 -0.3280 0.15
C -2.777447 1.369744 1.484939 -0.0645 -0.0137 0.0870 -1.23
Br -2.650359 3.048291 2.415387 0.0503 0.0450 0.0493 -0.01
C -3.697294 0.337146 2.132590 0.4529 -0.1213 0.2881 0.26
C -3.401551 0.171377 3.637003 -0.0715 0.0332 0.1946 -1.07
O -4.138255 1.119359 4.401047 -0.1914 0.0308 -0.2056 -0.23
N -5.442496 0.557386 4.703218 0.1351 -0.0083 -0.1983 0.15
O -6.188978 1.395668 4.961854 -0.0300 0.0388 0.2348 -0.32
C -3.711036 -0.975976 1.277141 -0.1330 0.1903 -0.5915 0.89
N -4.418166 -2.020921 1.988693 -0.0279 0.1165 0.1343 -0.46
C -4.548064 -0.698128 -0.003934 -0.1280 -0.1846 0.1566 -0.93
C -6.035791 -0.380290 0.211689 -0.0632 0.3716 -0.2445 -0.94
N -6.382065 1.050974 0.141120 0.3420 0.0948 0.4211 -0.61
H -0.914343 -1.199901 3.486290 -1.1603 0.3631 0.1246 0.19
H -1.356669 -2.951882 3.742603 1.2728 -0.2845 -0.1884 0.32
H -1.219640 -3.274454 1.318888 -1.1370 -0.5645 0.3138 0.42
H -2.468168 -2.026907 -0.115670 0.0395 -0.0459 0.0132 0.61
H -0.409381 -0.579040 0.076000 0.0071 0.1071 0.2173 0.40
H -1.828511 0.190571 -0.636215 -0.1233 0.1241 0.1131 0.50
H -1.020469 0.459694 2.194167 0.0673 0.0415 -0.0095 0.19
H -0.778309 1.580039 1.009028 0.0986 -0.0652 0.0962 0.52
H -3.103261 1.613136 0.479099 -0.0510 0.0421 0.0178 0.58
H -4.689225 0.788187 2.088467 -0.0943 -0.2213 -0.1086 0.35
H -3.668685 -0.822714 3.988430 0.0298 -0.0221 -0.0404 0.65
H -2.355687 0.346472 3.890645 -0.0280 0.0099 0.0343 0.33
H -4.552898 -2.833812 1.396483 -0.0551 0.0562 0.0002 0.38
H -3.933767 -2.330510 2.819071 0.0707 -0.0819 -0.0769 0.29
H -4.107388 0.103258 -0.604613 0.0482 -0.0860 -0.0451 0.21
H -4.477745 -1.602154 -0.616150 0.0160 0.0233 -0.0061 0.69
H -6.593494 -0.880820 -0.581866 -0.0104 -0.1146 0.0995 0.37
H -6.373276 -0.783951 1.165659 0.0126 -0.1193 -0.0698 0.36
H -5.598462 1.622388 -0.153099 -0.1029 -0.0292 -0.1911 0.27
H -6.667752 1.413868 1.042759 -0.1358 -0.0307 -0.0858 0.32
C 2.539235 -2.147305 2.798085 -0.0220 -0.0916 0.0059 -1.06
S 1.911817 -0.601454 2.159836 0.0226 0.0168 0.0866 0.62
O 1.440550 -0.866670 0.757928 -0.0109 0.0822 -0.0245 -0.70
C 3.477529 0.231575 2.025434 0.0405 0.0384 0.0692 -0.95
H 1.698779 -2.828610 2.912908 -0.0080 0.0069 -0.0090 0.30
H 3.261069 -2.548899 2.087618 0.0063 0.0206 -0.0045 0.35
H 3.006513 -1.966717 3.765573 0.0031 -0.0031 -0.0031 0.42
H 4.147164 -0.338646 1.378791 -0.0046 0.0708 0.0157 0.22
H 3.907710 0.338741 3.021640 -0.0209 0.0141 0.0052 0.42
H 3.305175 1.216473 1.595549 -0.0321 -0.0055 0.0011 0.35
C 4.574322 0.245253 -2.053166 -0.1615 0.0732 -0.1447 -0.73
S 5.914636 -0.593079 -1.218201 0.0807 -0.0933 -0.0055 0.44
O 5.849267 -0.203557 0.226366 -0.0201 0.0034 -0.0970 -0.66
C 7.228650 0.376553 -1.950647 0.0575 0.0108 -0.0446 -0.96
H 3.633514 -0.181626 -1.706327 0.0440 -0.0391 0.0659 0.28
H 4.613065 1.309931 -1.818652 0.0257 -0.0105 0.0396 0.32
H 4.678914 0.093139 -3.129741 0.0235 0.0185 0.0011 0.26
H 7.071439 1.428070 -1.712383 -0.0063 -0.0049 0.0163 0.30
H 7.224216 0.217636 -3.029257 -0.0095 0.0065 -0.0005 0.36
H 8.167919 0.031685 -1.524038 -0.0064 -0.0083 0.0060 0.36
C 2.867562 1.815716 -5.730237 -0.0150 0.0494 0.0060 -0.93
S 4.145575 0.806550 -6.489849 0.0062 -0.0611 -0.0652 0.43
O 5.153698 0.529937 -5.428487 -0.0033 0.0104 0.1585 -0.56
C 4.834997 2.100713 -7.521385 0.0056 0.0471 -0.0261 -0.94
H 2.347979 1.190026 -5.007063 0.0055 -0.0094 -0.0060 0.29
H 3.332154 2.664630 -5.228716 0.0144 -0.0095 0.0014 0.30
H 2.168880 2.152319 -6.495797 -0.0078 -0.0083 0.0054 0.40
H 5.159283 2.927952 -6.890733 0.0063 -0.0124 0.0123 0.31
H 4.084431 2.428631 -8.240202 0.0082 -0.0081 -0.0100 0.37
H 5.686955 1.675715 -8.047395 -0.0021 -0.0099 0.0061 0.32